The molecule CH2O3S. Source: the Open Molecules 2025 dataset; level of theory: ωB97M-V with the def2-TZVPD basis set.

Its HOMO-LUMO gap (spin up / spin down) is 8.30 / 8.30 eV. The calculation puts the LUMO energy (spin up / spin down) at -1.09 / -1.09 eV. Its charge is 0. The relative energy (zero: lowest compared OMol25 entry of this formula, charge and spin) is 211.08 kJ/mol. The value obtained for the energy is -18043.6654 eV.

Last columns: bonded neighbours and bond lengths (Å).
Cartesian coordinates (Å):
1 O -1.9002 1.3553 -0.0006  S3 1.451
2 O -1.7085 -1.1985 -0.2687  S3 1.449
3 S -1.1606 0.1425 -0.2949  O1 1.451, O2 1.449, C7 1.660
4 H 2.1159 -0.7538 0.4616  O5 0.980
5 O 1.1876 -0.8952 0.1796  H4 0.980, C7 1.425
6 H 1.0406 1.0411 -0.2437  C7 1.041
7 C 0.4252 0.3086 0.1666  S3 1.660, O5 1.425, H6 1.041